No. 1
{"formula": "C45H46N3O8S", "method": "ωB97M-V/def2-TZVPD", "multiplicity": 2, "homo_lumo_gap_ev": [7.139, 8.279], "e_homo_ha": [-0.298, -0.340], "s_squared": 0.754, "lumo_ev": [-0.97, -0.97], "symbols": ["C", "C", "O", "C", "C", "O", "C", "C", "C", "S", "C", "N", "N", "C", "O", "C", "C", "C", "C", "N", "O", "C", "C", "C", "C", "H", "H", "H", "H", "H", "H", "H", "H", "H", "H", "H", "H", "H", "H", "H", "H", "H", "H", "H", "H", "H", "H", "H", "H", "H", "H", "H", "H", "H", "H", "C", "C", "C", "C", "C", "C", "C", "O", "C", "C", "C", "C", "C", "C", "C", "O", "H", "H", "H", "H", "H", "H", "H", "H", "C", "C", "C", "C", "C", "C", "C", "O", "C", "C", "C", "C", "C", "C", "C", "O", "H", "H", "H", "H", "H", "H", "H", "H"], "xyz": [[6.758, -4.057, 1.263], [6.787, -2.566, 1.517], [5.831, -1.905, 0.701], [4.973, -1.040, 1.408], [4.038, -0.456, 0.359], [3.192, 0.580, 0.813], [2.082, 0.261, 1.645], [1.316, -0.992, 1.180], [1.769, -2.353, 1.711], [0.490, -3.564, 1.189], [0.250, -4.479, 2.640], [-0.875, -5.022, 3.019], [-0.584, -5.710, 4.195], [0.665, -5.499, 4.431], [1.274, -4.732, 3.490], [2.444, 0.196, 3.133], [2.580, 1.569, 3.802], [3.578, 2.503, 3.103], [3.077, 1.341, 5.228], [1.213, 2.174, 3.848], [0.612, 2.167, 4.969], [0.331, 1.938, 2.664], [-0.304, 3.296, 2.304], [-0.822, 0.992, 3.012], [1.130, 1.472, 1.448], [5.731, -4.415, 1.233], [7.282, -4.591, 2.052], [7.215, -4.312, 0.310], [7.778, -2.163, 1.310], [6.571, -2.379, 2.571], [5.548, -0.215, 1.839], [4.449, -1.587, 2.192], [4.696, 0.004, -0.378], [3.509, -1.245, -0.177], [1.387, -1.028, 0.090], [0.259, -0.883, 1.396], [1.820, -2.401, 2.792], [2.695, -2.681, 1.256], [1.242, -5.848, 5.265], [3.363, -0.352, 3.326], [1.653, -0.326, 3.672], [4.080, 3.114, 3.847], [3.117, 3.126, 2.345], [4.340, 1.903, 2.612], [4.120, 1.027, 5.149], [2.538, 0.542, 5.726], [3.053, 2.255, 5.808], [-0.726, 3.761, 3.189], [-1.103, 3.134, 1.583], [0.424, 3.949, 1.829], [-1.415, 1.396, 3.821], [-1.462, 0.941, 2.131], [-0.501, -0.023, 3.229], [0.400, 1.217, 0.682], [1.715, 2.301, 1.060], [-1.470, -1.284, -7.945], [-0.997, -2.445, -7.343], [-0.236, -2.370, -6.189], [0.064, -1.131, -5.636], [-0.398, 0.036, -6.249], [-1.171, -0.047, -7.400], [-0.065, 1.380, -5.696], [-0.474, 2.392, -6.223], [0.791, 1.439, -4.477], [1.153, 2.678, -3.962], [1.934, 2.751, -2.821], [2.358, 1.588, -2.186], [2.004, 0.353, -2.700], [1.224, 0.271, -3.846], [0.871, -1.072, -4.385], [1.230, -2.085, -3.822], [-2.071, -1.346, -8.842], [-1.226, -3.410, -7.775], [0.132, -3.267, -5.710], [-1.531, 0.862, -7.862], [0.815, 3.577, -4.459], [2.211, 3.717, -2.420], [2.955, 1.644, -1.288], [2.328, -0.559, -2.218], [-6.826, 4.209, -2.478], [-8.083, 3.613, -2.458], [-8.270, 2.406, -1.806], [-7.199, 1.784, -1.177], [-5.934, 2.376, -1.210], [-5.754, 3.593, -1.856], [-4.761, 1.714, -0.572], [-3.663, 2.232, -0.589], [-4.977, 0.394, 0.083], [-3.892, -0.266, 0.640], [-4.068, -1.487, 1.266], [-5.334, -2.056, 1.344], [-6.422, -1.404, 0.786], [-6.248, -0.182, 0.148], [-7.426, 0.492, -0.468], [-8.534, 0.004, -0.399], [-6.684, 5.155, -2.982], [-8.917, 4.093, -2.952], [-9.243, 1.937, -1.781], [-4.773, 4.046, -1.869], [-2.911, 0.185, 0.578], [-3.214, -1.994, 1.697], [-5.470, -3.009, 1.838], [-7.411, -1.838, 0.838]], "atomic_forces_ev_per_a": [[-0.056, -0.045, -0.157], [-0.042, -0.190, 0.138], [-0.049, -0.107, -0.053], [0.181, 0.082, -0.460], [0.346, 0.138, -0.077], [0.273, -0.286, -0.085], [-0.947, 0.270, 0.336], [0.524, -0.315, -0.248], [-0.546, -0.151, -0.306], [0.024, -0.054, -0.130], [-0.860, -0.156, 0.221], [0.896, 0.338, -0.250], [0.665, 0.176, 0.052], [-0.654, -0.182, -0.051], [-0.164, -0.135, 0.060], [0.130, 0.260, -0.049], [0.098, 0.121, 0.418], [0.026, -0.340, 0.013], [0.294, -0.153, -0.358], [0.073, -0.919, -0.147], [0.016, 0.369, 0.109], [-0.367, 0.847, -0.127], [0.012, -0.393, -0.205], [0.107, -0.033, -0.405], [0.124, -0.337, 0.050], [-0.116, -0.004, 0.094], [0.124, -0.046, 0.046], [0.053, 0.012, -0.088], [0.082, 0.120, -0.015], [-0.056, 0.094, 0.079], [-0.056, 0.045, 0.307], [-0.022, -0.047, 0.137], [-0.054, 0.112, -0.114], [-0.177, -0.112, 0.133], [-0.139, 0.127, -0.107], [-0.085, 0.134, 0.202], [0.171, 0.082, 0.119], [0.238, -0.003, 0.199], [0.123, 0.000, 0.066], [0.070, -0.096, -0.148], [-0.100, -0.112, 0.021], [-0.104, 0.310, 0.010], [-0.011, 0.139, -0.006], [0.109, 0.007, -0.074], [0.078, -0.007, 0.010], [-0.220, 0.089, 0.174], [-0.179, 0.049, 0.136], [0.018, 0.089, 0.119], [-0.105, 0.030, -0.055], [0.120, 0.186, 0.167], [0.029, -0.065, 0.240], [-0.051, -0.033, -0.044], [0.030, -0.043, 0.299], [-0.023, 0.110, -0.206], [0.110, 0.026, -0.020], [0.012, -0.022, 0.022], [-0.006, 0.035, -0.003], [-0.049, -0.074, -0.072], [0.003, 0.088, 0.003], [0.061, -0.028, 0.068], [-0.057, -0.052, -0.091], [-0.056, 0.095, -0.043], [0.013, -0.014, 0.000], [0.002, -0.079, 0.006], [0.033, 0.086, 0.094], [-0.020, -0.062, -0.022], [-0.009, 0.111, -0.071], [0.060, 0.053, 0.117], [-0.049, 0.012, -0.077], [0.016, -0.113, 0.067], [0.000, 0.011, -0.004], [-0.002, -0.003, -0.008], [-0.009, -0.006, -0.001], [0.030, 0.034, 0.066], [0.039, 0.052, 0.046], [-0.049, -0.035, -0.056], [0.006, 0.006, 0.002], [0.002, 0.003, 0.043], [-0.006, -0.058, -0.064], [-0.027, -0.018, 0.006], [0.037, 0.005, 0.008], [-0.057, 0.082, -0.052], [0.091, -0.009, 0.024], [-0.040, -0.080, 0.016], [-0.033, 0.091, -0.066], [0.093, 0.061, 0.003], [0.006, 0.001, 0.012], [-0.095, 0.024, -0.039], [0.088, -0.080, 0.072], [0.045, -0.021, 0.052], [0.006, 0.045, -0.027], [0.055, -0.089, 0.045], [0.029, 0.053, -0.035], [-0.105, -0.051, 0.012], [0.017, 0.003, -0.011], [-0.001, 0.005, -0.007], [-0.006, 0.009, 0.001], [0.018, -0.060, 0.051], [0.040, -0.059, 0.031], [-0.037, 0.051, -0.060], [-0.022, -0.052, 0.008], [0.006, -0.007, 0.004], [-0.039, 0.053, -0.045]]}



No. 2
{"formula": "C18H29ClDyI2NP2S", "method": "ωB97M-V/def2-TZVPD", "total_charge": 2, "multiplicity": 6, "de_lowest_kj_mol": 413.7, "homo_lumo_gap_ev": [7.436, 5.331], "e_homo_ha": [-0.520, -0.507], "s_squared": 9.784, "lumo_ev": [-6.71, -8.47], "symbols": ["I", "I", "Dy", "P", "C", "C", "H", "H", "H", "H", "H", "H", "C", "H", "H", "H", "P", "C", "C", "H", "H", "H", "C", "H", "H", "H", "H", "H", "H", "Cl", "N", "S", "C", "C", "C", "C", "C", "C", "C", "C", "C", "C", "C", "C", "H", "H", "H", "H", "H", "H", "H", "H", "H", "H", "H"], "xyz": [[1.416, 0.435, 2.475], [-1.448, 2.007, 0.310], [0.554, -2.415, -0.902], [1.339, -0.206, -2.362], [2.381, 1.275, -2.735], [2.639, -1.481, -2.750], [2.957, -1.335, -3.796], [1.089, -0.286, -4.841], [2.253, -2.524, -2.630], [-0.314, -0.982, -3.969], [3.008, 1.576, -1.885], [3.520, -1.307, -2.117], [0.430, -0.177, -3.963], [3.074, 1.102, -3.587], [-0.099, 0.786, -4.034], [1.764, 2.142, -3.019], [-1.408, -0.802, 1.951], [-1.548, 0.510, 3.334], [-3.271, -0.907, 1.945], [-1.051, -3.092, 2.630], [-1.937, -2.230, 3.914], [-0.173, -1.978, 3.702], [-1.119, -2.154, 3.184], [-3.564, -1.658, 1.211], [-3.671, -1.193, 2.932], [-2.214, 0.184, 4.160], [-1.883, 1.465, 2.935], [-3.702, 0.061, 1.655], [-0.604, 0.718, 3.808], [-1.222, -4.093, -1.237], [0.513, 2.647, 0.365], [0.763, 3.293, 1.810], [2.473, 3.619, 1.829], [3.079, 3.399, 3.076], [4.462, 3.519, 3.165], [5.194, 3.879, 2.026], [4.588, 4.021, 0.761], [3.192, 3.902, 0.680], [-0.032, 4.901, 1.670], [0.788, 6.025, 1.447], [0.198, 7.226, 1.018], [-1.149, 7.240, 0.659], [-1.930, 6.102, 0.880], [-1.408, 5.006, 1.550], [1.303, 2.516, -0.338], [2.431, 3.068, 3.887], [4.915, 3.356, 4.147], [6.243, 4.116, 2.141], [5.171, 4.267, -0.128], [2.668, 4.028, -0.276], [1.889, 5.942, 1.557], [0.845, 8.108, 0.927], [-1.579, 8.158, 0.256], [-2.963, 6.087, 0.555], [-2.057, 4.208, 1.900]], "atomic_forces_ev_per_a": [[1.323, -1.736, -0.334], [0.792, 0.115, -1.852], [-0.704, -0.685, 1.251], [1.071, 1.497, -2.023], [0.523, 0.568, 0.203], [-0.113, -0.068, -0.033], [-0.213, -0.329, 0.386], [-0.137, 0.037, 0.469], [0.703, 0.429, -0.420], [0.005, 0.160, -0.242], [-0.101, -0.121, -0.062], [-0.244, -0.289, 0.020], [-0.466, -0.225, 0.110], [-0.541, -0.159, 0.464], [0.066, -0.383, 0.031], [-0.014, -0.367, 0.190], [-1.112, 0.125, 3.367], [-0.138, 0.050, 0.204], [-0.081, -0.228, -1.119], [0.026, -0.197, 0.236], [0.277, 0.112, -0.282], [-0.086, -0.093, -0.036], [0.165, -0.376, -0.503], [-0.287, 0.041, 0.020], [0.457, 0.184, -0.346], [0.096, -0.051, -0.767], [-0.248, -0.149, 0.202], [0.044, -0.252, 0.013], [0.125, -0.022, 0.276], [0.078, 0.185, 0.023], [0.112, -0.653, -2.213], [-0.904, 1.966, 1.639], [0.594, -0.383, 0.576], [-0.105, -0.193, -0.762], [-0.424, 0.248, 0.122], [-0.298, 0.175, -0.208], [-0.535, 0.053, 0.790], [0.500, -0.027, -0.579], [1.783, 1.192, -0.277], [0.004, 0.008, -0.356], [0.637, -0.331, 0.218], [0.311, -0.012, 0.136], [-0.164, 0.585, 0.321], [-0.342, -0.552, -0.294], [-1.896, 0.112, 1.187], [0.423, 0.240, 0.121], [0.135, 0.154, -0.512], [0.137, -0.301, -0.105], [-0.137, -0.049, 0.360], [0.354, 0.124, 0.360], [-1.029, 0.263, 0.000], [-0.502, -0.369, -0.065], [0.025, -0.405, -0.011], [-0.040, 0.123, 0.340], [0.094, 0.258, -0.233]]}



No. 3
{"formula": "C12H28AlBrNO3S2", "method": "ωB97M-V/def2-TZVPD", "total_charge": -1, "homo_lumo_gap_ev": 8.181, "e_homo_ha": -0.200, "lumo_ev": 2.74, "symbols": ["C", "C", "C", "C", "C", "Al", "S", "C", "Br", "C", "C", "S", "C", "O", "O", "H", "H", "H", "H", "H", "H", "H", "H", "H", "H", "H", "H", "H", "H", "H", "H", "H", "H", "H", "H", "H", "C", "C", "O", "N", "C", "H", "H", "H", "H", "H", "H", "H"], "xyz": [[-3.277, 1.772, 0.293], [-2.353, 2.495, -0.698], [-1.083, 1.762, -1.158], [-1.255, 0.258, -1.464], [-0.648, -0.150, -2.826], [-0.562, -0.867, 0.051], [-0.397, 0.345, 1.968], [-1.791, -2.442, 0.434], [-0.768, -4.087, 0.846], [-2.854, -2.659, -0.657], [-3.393, -4.075, -0.878], [1.664, -1.490, -0.387], [1.806, -2.961, -1.412], [2.239, -0.398, -1.187], [2.384, -1.791, 0.845], [-3.192, 2.176, 1.299], [-3.082, 0.704, 0.357], [-4.320, 1.884, -0.011], [-2.923, 2.802, -1.578], [-2.030, 3.426, -0.224], [-0.765, 2.251, -2.087], [-0.265, 1.947, -0.458], [-2.327, 0.044, -1.509], [-1.295, -0.878, -3.322], [0.359, -0.554, -2.751], [-0.592, 0.715, -3.496], [-1.013, -0.415, 2.872], [-2.302, -2.231, 1.373], [-2.494, -2.275, -1.614], [-3.699, -2.024, -0.376], [-2.756, -4.628, -1.566], [-3.486, -4.629, 0.053], [-4.385, -4.023, -1.332], [2.567, -2.787, -2.169], [0.837, -3.169, -1.865], [2.060, -3.785, -0.753], [4.856, 3.024, 3.051], [3.358, 2.788, 3.096], [2.707, 3.070, 4.093], [2.792, 2.262, 1.989], [3.431, 1.887, 0.740], [5.157, 3.447, 4.005], [5.393, 2.088, 2.890], [5.119, 3.719, 2.253], [1.800, 2.087, 2.043], [2.999, 2.447, -0.091], [3.282, 0.825, 0.538], [4.496, 2.094, 0.779]], "atomic_forces_ev_per_a": [[-0.254, 0.033, -0.118], [0.182, 0.197, 0.342], [0.059, -0.130, -0.350], [0.356, -0.148, 0.183], [-0.344, 0.148, 0.041], [-0.855, -0.036, 0.353], [0.232, 0.451, -0.200], [0.009, 0.242, -0.217], [0.083, 0.004, -0.014], [-0.010, -0.211, 0.060], [-0.207, 0.192, -0.118], [0.152, 0.161, 0.105], [-0.193, -0.220, 0.084], [0.005, 0.133, -0.326], [0.224, -0.223, 0.249], [0.123, -0.058, 0.067], [0.054, -0.028, 0.015], [-0.035, 0.017, 0.022], [-0.053, -0.174, -0.084], [-0.046, 0.105, -0.109], [0.065, 0.097, 0.038], [-0.049, -0.015, 0.139], [-0.080, 0.076, -0.084], [0.128, -0.167, -0.007], [0.072, 0.011, -0.069], [0.015, 0.004, -0.071], [0.003, -0.316, -0.043], [0.048, -0.179, 0.106], [0.007, -0.013, -0.079], [0.055, 0.167, -0.027], [0.097, -0.156, 0.151], [0.053, -0.052, 0.042], [-0.010, 0.004, -0.059], [0.040, 0.077, 0.002], [0.020, 0.048, -0.146], [0.051, -0.047, -0.019], [0.014, 0.011, 0.062], [-0.037, -0.053, -0.152], [-0.004, 0.050, 0.075], [0.056, 0.154, -0.133], [-0.057, -0.155, 0.124], [-0.038, 0.004, 0.023], [0.016, 0.014, -0.050], [0.031, -0.035, -0.026], [-0.080, -0.100, 0.254], [0.025, -0.001, -0.026], [0.056, 0.108, -0.008], [0.021, 0.011, -0.002]]}



No. 4
{"formula": "C23H22N4O4", "method": "ωB97M-V/def2-TZVPD", "de_lowest_kj_mol": 300.3, "homo_lumo_gap_ev": 8.312, "e_homo_ha": -0.305, "lumo_ev": 0.00, "symbols": ["C", "H", "O", "C", "C", "C", "C", "C", "C", "O", "C", "C", "O", "N", "C", "C", "C", "C", "C", "C", "H", "H", "C", "H", "H", "H", "H", "H", "H", "H", "H", "H", "H", "C", "N", "N", "C", "O", "C", "C", "C", "C", "N", "C", "H", "H", "H", "H", "H", "H", "H", "H", "H"], "xyz": [[-0.035, -0.577, -2.275], [0.895, -0.206, -2.713], [-0.870, 0.483, -1.871], [-0.372, 1.382, -0.973], [0.852, 1.278, -0.347], [1.259, 2.237, 0.589], [0.411, 3.298, 0.890], [-0.814, 3.414, 0.260], [-1.217, 2.476, -0.676], [-2.376, 2.559, -1.405], [-3.570, 2.892, -0.732], [-4.162, 1.707, 0.055], [-4.960, 1.893, 0.948], [-3.703, 0.519, -0.390], [-4.007, -0.771, 0.060], [-4.903, -1.021, 1.094], [-5.155, -2.323, 1.481], [-4.531, -3.400, 0.861], [-3.638, -3.137, -0.170], [-3.377, -1.841, -0.569], [-2.682, -1.650, -1.374], [-3.140, -3.957, -0.668], [-4.832, -4.803, 1.293], [-4.732, -4.900, 2.373], [-4.161, -5.511, 0.814], [-5.856, -5.066, 1.030], [-5.854, -2.507, 2.284], [-5.395, -0.198, 1.584], [-3.028, 0.561, -1.150], [-3.461, 3.738, -0.048], [-4.284, 3.172, -1.513], [-1.452, 4.252, 0.492], [0.712, 4.041, 1.612], [2.549, 2.118, 1.228], [3.344, 1.176, 0.910], [4.543, 1.072, 1.491], [5.425, 0.057, 1.222], [6.459, -0.033, 1.849], [5.014, -0.900, 0.163], [4.432, -0.510, -1.040], [4.096, -1.489, -1.960], [4.362, -2.814, -1.647], [4.929, -3.191, -0.514], [5.251, -2.261, 0.363], [5.717, -2.602, 1.278], [4.120, -3.613, -2.336], [3.648, -1.229, -2.907], [4.260, 0.533, -1.255], [4.820, 1.729, 2.227], [2.812, 2.870, 1.981], [1.521, 0.457, -0.541], [0.197, -1.247, -1.441], [-0.596, -1.122, -3.034]], "atomic_forces_ev_per_a": [[0.153, -0.259, -0.042], [-0.013, 0.006, 0.020], [-0.143, 0.430, 0.163], [-0.229, 0.098, -0.004], [-0.076, 0.045, 0.003], [-0.821, 0.166, -0.342], [0.420, -0.327, 0.031], [-0.369, -0.124, -0.321], [0.190, -0.103, 0.064], [0.294, 0.044, -0.152], [-0.356, 0.060, 0.250], [0.336, 0.368, -0.224], [-0.181, 0.077, 0.103], [0.345, -0.099, -0.444], [-0.140, -0.289, 0.173], [-0.076, 0.177, 0.068], [0.161, -0.118, -0.166], [0.006, -0.006, 0.027], [-0.067, 0.033, 0.076], [-0.047, 0.135, 0.037], [0.088, 0.035, -0.098], [0.045, -0.080, -0.040], [-0.056, 0.019, 0.001], [0.007, -0.087, 0.059], [0.019, -0.092, 0.004], [-0.044, -0.103, 0.007], [-0.078, -0.005, 0.098], [-0.009, 0.036, 0.009], [-0.128, 0.070, 0.189], [-0.022, -0.145, -0.052], [0.074, -0.009, 0.141], [-0.082, 0.068, -0.014], [0.044, 0.079, 0.088], [0.889, -0.083, 0.406], [-0.799, 0.040, -0.251], [0.414, 0.789, 0.787], [-0.007, -0.051, 0.030], [-0.008, -0.062, 0.006], [0.017, -0.355, -0.321], [0.094, -0.171, 0.004], [0.084, 0.032, 0.036], [-0.133, 0.148, -0.204], [0.052, -0.577, 0.019], [0.079, 0.550, 0.249], [0.051, 0.070, 0.105], [-0.061, 0.000, -0.116], [-0.014, 0.010, -0.090], [-0.029, 0.005, -0.026], [-0.019, -0.277, -0.259], [0.048, -0.048, -0.016], [0.019, -0.155, -0.088], [0.006, 0.030, -0.033], [0.072, 0.003, 0.052]]}



Number 2 is which compound?
C18H29ClDyI2NP2S